No. 1
C4H12N3 | ωB97M-V/def2-TZVPD

- Largest force on an atom: 4.77 eV/Å
- HOMO-LUMO gap: 10.2 eV
- 2S+1: 1
- Net charge: +1
- HOMO level: -13.21 eV

```
19
C4H12N3 ωB97M-V/def2-TZVPD
C -1.537 0.999 0.087
C -1.360 -1.027 0.250
C 1.586 1.220 0.101
C 1.494 -1.219 -0.118
N -2.277 -0.098 -0.522
N -0.496 0.071 0.577
N 0.790 0.048 -0.353
H -1.119 1.594 -0.613
H -2.091 1.426 0.884
H -1.748 -1.466 1.312
H -0.979 -1.767 -0.354
H 1.747 1.293 1.248
H 2.522 1.306 -0.525
H 0.845 2.111 0.078
H 1.268 -1.981 -0.820
H 2.619 -1.044 -0.227
H 1.432 -1.493 0.934
H -3.297 -0.068 -0.536
H 0.601 0.097 -1.404
```

=====

No. 2
CH6S2 | ωB97M-V/def2-TZVPD

- Largest force on an atom: 1.76 eV/Å
- HOMO-LUMO gap (spin up / spin down): 9.4 / 5.6 eV
- 2S+1: 2
- Net charge: +1
- <S²>: 0.75
- HOMO level (spin up / spin down): -15.13 / -15.13 eV

```
9
CH6S2 ωB97M-V/def2-TZVPD
C 0.731 1.382 2.086
H -0.095 1.290 1.401
H 0.753 2.479 2.149
H 1.634 1.044 1.589
H 0.658 1.043 3.111
S 0.172 -1.542 -2.519
S -1.293 -2.529 -3.482
H -0.364 -1.558 -1.273
H -2.196 -1.610 -3.063
```

=====

Look up the largest force on an atom of the second one. 1.76 eV/Å

=====

Repeat the second record exactly.
CH6S2 | ωB97M-V/def2-TZVPD

- Largest force on an atom: 1.76 eV/Å
- HOMO-LUMO gap (spin up / spin down): 9.4 / 5.6 eV
- 2S+1: 2
- Net charge: +1
- <S²>: 0.75
- HOMO level (spin up / spin down): -15.13 / -15.13 eV

```
9
CH6S2 ωB97M-V/def2-TZVPD
C 0.731 1.382 2.086
H -0.095 1.290 1.401
H 0.753 2.479 2.149
H 1.634 1.044 1.589
H 0.658 1.043 3.111
S 0.172 -1.542 -2.519
S -1.293 -2.529 -3.482
H -0.364 -1.558 -1.273
H -2.196 -1.610 -3.063
```